## P
{"formula": "C4H3NOS2", "method": "ωB97M-V/def2-TZVPD", "orbital_gap_ha": 0.2909, "homo_energy_ev": -8.98, "lumo_ev": -1.06, "smiles": "S=c1cc(S)cno1", "spin_multiplicity": 1, "elements": ["S", "C", "C", "C", "S", "C", "N", "O", "H", "H", "H"], "xyz": [[3.2439, -0.8270, -0.0410], [1.6813, -0.1840, 0.0310], [0.3360, -0.8792, 0.1201], [-0.8138, -0.1282, 0.1471], [-2.4598, -0.7264, -0.0090], [-0.7060, 1.3537, -0.0818], [0.4114, 1.9731, -0.0125], [1.5942, 1.2533, 0.1469], [0.4951, -1.9188, -0.0775], [-2.3337, -1.9985, 0.0535], [-1.4486, 2.0821, -0.2767]]}

---

## Q
{"formula": "C4H3NOS2", "method": "ωB97M-V/def2-TZVPD", "orbital_gap_ha": 0.3176, "homo_energy_ev": -8.63, "lumo_ev": 0.01, "smiles": "C#C[C@H]1ONC(=S)S1", "spin_multiplicity": 1, "elements": ["C", "C", "C", "O", "N", "C", "S", "S", "H", "H", "H"], "xyz": [[0.8589, -0.2147, 3.2188], [0.8264, -0.7786, 2.1633], [0.4344, -1.3039, 0.8700], [-1.0035, -1.4439, 0.5576], [-1.3881, -0.3792, -0.4213], [-0.4064, 0.3889, -0.9390], [-0.6301, 1.8101, -1.8525], [1.1244, -0.0689, -0.4860], [1.1526, 0.2811, 4.0680], [0.7955, -2.2897, 0.7264], [-2.3930, -0.1947, -0.7678]]}

---

It comes down to P, which is 40.6 kcal/mol more stable than the next structure.

---

## P
{"formula": "C4H3NOS2", "method": "ωB97M-V/def2-TZVPD", "orbital_gap_ha": 0.2921, "homo_energy_ev": -9.67, "lumo_ev": -1.72, "smiles": "N#CCSC(=S)C=O", "spin_multiplicity": 1, "elements": ["N", "C", "C", "S", "C", "S", "C", "O", "H", "H", "H"], "xyz": [[-2.4916, 0.3403, 1.5100], [-2.0788, -0.0579, 0.5179], [-1.5006, -0.5554, -0.7574], [0.1938, -1.1336, -0.3530], [1.0082, 0.4072, -0.0745], [0.4687, 1.9362, -0.3199], [2.3363, 0.1928, 0.5606], [2.8413, -0.8817, 0.6726], [-1.5984, 0.1275, -1.5692], [-2.0634, -1.3787, -1.1551], [2.8844, 1.0031, 0.9681]]}

---

## Q
{"formula": "C4H3NOS2", "method": "ωB97M-V/def2-TZVPD", "orbital_gap_ha": 0.2794, "homo_energy_ev": -9.39, "lumo_ev": -1.78, "smiles": "C#CC(=S)C(=O)NS", "spin_multiplicity": 1, "elements": ["C", "C", "C", "S", "C", "O", "N", "S", "H", "H", "H"], "xyz": [[0.0741, -1.6491, -1.8978], [0.2162, -1.3270, -0.7256], [0.5982, -1.0225, 0.5311], [1.8188, -1.7899, 1.3795], [-0.4076, -0.0681, 1.0605], [-1.1466, -0.4525, 2.0078], [-0.6649, 1.2912, 0.5128], [0.7058, 2.3062, 0.0948], [-0.0826, -1.6348, -2.9619], [-1.4354, 1.7268, 1.1866], [0.3240, 2.6198, -1.1880]]}

---

It comes down to P, which is 55.0 kcal/mol more stable than the next structure.

---

## P
{"formula": "C5H10", "method": "ωB97M-V/def2-TZVPD", "orbital_gap_ha": 0.3629, "homo_energy_ev": -8.61, "lumo_ev": 1.26, "smiles": "C[C@H]1C[C@@H]1C", "spin_multiplicity": 1, "elements": ["C", "C", "C", "C", "C", "H", "H", "H", "H", "H", "H", "H", "H", "H", "H"], "xyz": [[0.6556, -0.8683, 1.7656], [0.2162, -0.7557, 0.3632], [-1.0989, -0.5946, -0.3001], [-0.3527, 0.7275, -0.2617], [0.2379, 1.2842, -1.4732], [0.2708, -0.2093, 2.5280], [1.7725, -0.6891, 1.7866], [0.3893, -1.8455, 2.0495], [0.8747, -1.1958, -0.2888], [-1.1955, -1.0677, -1.3490], [-2.1281, -0.6124, 0.0490], [-0.5870, 1.5441, 0.4820], [-0.5402, 1.9847, -1.8018], [0.3261, 0.5512, -2.3317], [1.1592, 1.7468, -1.2177]]}

---

## Q
{"formula": "C5H10", "method": "ωB97M-V/def2-TZVPD", "orbital_gap_ha": 0.4010, "homo_energy_ev": -9.62, "lumo_ev": 1.30, "smiles": "CCC1CC1", "spin_multiplicity": 1, "elements": ["C", "C", "C", "C", "C", "H", "H", "H", "H", "H", "H", "H", "H", "H", "H"], "xyz": [[1.8103, 0.2502, 0.1104], [0.6102, -0.6724, -0.0983], [-0.6158, -0.3161, 0.6700], [-1.0307, 0.8636, -0.0707], [-1.8530, -0.3075, -0.2007], [2.5063, -0.2100, -0.4607], [2.0069, 0.2302, 1.1420], [1.8501, 1.3332, -0.3406], [0.4719, -0.4905, -1.2726], [1.1880, -1.7626, -0.3026], [-0.7885, -0.5827, 1.8283], [-0.4501, 1.0592, -1.0067], [-1.1512, 1.8318, 0.4978], [-2.5024, -0.3412, 0.6900], [-2.0520, -0.8853, -1.1855]]}

---

## R
{"formula": "C5H10", "method": "ωB97M-V/def2-TZVPD", "orbital_gap_ha": 0.3892, "homo_energy_ev": -9.39, "lumo_ev": 1.20, "smiles": "C=CC.C=C", "spin_multiplicity": 1, "elements": ["C", "C", "C", "H", "H", "H", "H", "H", "H", "C", "C", "H", "H", "H", "H"], "xyz": [[-1.2224, -0.7757, 0.3074], [-0.9356, 0.1198, -0.6387], [-1.6270, 0.1657, -2.0000], [-0.8285, -0.5108, 1.2779], [-1.7153, -1.7017, 0.0606], [-0.6047, 1.1308, -0.4277], [-2.0572, 1.1633, -2.0622], [-0.9234, 0.0807, -2.8326], [-2.4238, -0.5627, -2.1422], [2.3730, -0.0778, 0.8160], [1.5382, 0.5132, 1.6651], [2.8582, -1.0005, 1.1054], [2.5948, 0.3554, -0.1501], [1.4577, 0.1514, 2.6836], [0.6849, 1.1205, 1.3904]]}

---

## S
{"formula": "C5H10", "method": "ωB97M-V/def2-TZVPD", "orbital_gap_ha": 0.3649, "homo_energy_ev": -8.65, "lumo_ev": 1.28, "smiles": "C/C=C/CC", "spin_multiplicity": 1, "elements": ["C", "C", "C", "C", "C", "H", "H", "H", "H", "H", "H", "H", "H", "H", "H"], "xyz": [[-2.5764, -0.2393, -0.0554], [-1.3078, 0.5232, -0.0956], [-0.0390, -0.0771, 0.0184], [1.2741, 0.5770, -0.0121], [2.4078, -0.3366, -0.0568], [-2.4711, -1.1221, 0.1181], [-3.2759, -0.0842, 0.8315], [-3.2400, -0.1602, -0.7797], [-1.3324, 1.4612, -0.1402], [-0.1996, -1.1627, 0.2849], [1.3307, 1.2623, -0.7573], [1.3386, 1.2881, 0.9381], [2.5680, -0.8902, 0.7986], [3.2444, 0.1760, -0.1118], [2.2784, -1.2155, -0.9808]]}

---

It comes down to P, which is 8.8 kcal/mol more stable than the next structure.

---

## P
{"formula": "C5H10", "method": "ωB97M-V/def2-TZVPD", "orbital_gap_ha": 0.3953, "homo_energy_ev": -9.40, "lumo_ev": 1.36, "smiles": "C1=CC1.[H][H].C=C", "spin_multiplicity": 1, "elements": ["C", "C", "C", "H", "H", "H", "H", "H", "H", "C", "C", "H", "H", "H", "H"], "xyz": [[1.7980, 0.5150, 0.2476], [1.8329, 0.3812, -1.0375], [1.6256, -0.8855, -0.2619], [1.8464, 1.1451, 1.1216], [1.9215, 0.8180, -2.0202], [0.6343, -1.3507, -0.2417], [2.4443, -1.6044, -0.1662], [-0.9413, 0.1481, -1.7530], [-0.8588, -0.0228, -2.4730], [-2.1959, -0.0650, 0.6874], [-1.2377, 0.3498, 1.5084], [-2.3389, -1.1182, 0.4585], [-2.8793, 0.6324, 0.2092], [-1.0979, 1.4038, 1.7357], [-0.5535, -0.3468, 1.9852]]}

---

## Q
{"formula": "C5H10", "method": "ωB97M-V/def2-TZVPD", "orbital_gap_ha": 0.3274, "homo_energy_ev": -8.20, "lumo_ev": 0.71, "spin_multiplicity": 1, "elements": ["C", "C", "C", "C", "C", "H", "H", "H", "H", "H", "H", "H", "H", "H", "H"], "xyz": [[2.1791, -0.1037, -0.2085], [0.8394, -0.6323, 0.2958], [-0.2874, -0.6540, -0.6609], [-1.5486, 1.0791, -0.1287], [-1.5815, -0.4760, 0.0358], [2.1550, 0.9886, -0.2855], [2.9954, -0.3722, 0.4709], [2.3961, -0.5055, -1.2017], [0.8934, -1.7403, 0.3747], [0.6205, -0.2812, 1.3216], [-1.0310, 1.2846, -1.0747], [-2.5570, 1.4993, -0.2031], [-0.9941, 1.5639, 0.6864], [-1.6404, -0.7751, 1.0948], [-2.4387, -0.8754, -0.5169]]}

---

## R
{"formula": "C5H10", "method": "ωB97M-V/def2-TZVPD", "orbital_gap_ha": 0.4032, "homo_energy_ev": -9.69, "lumo_ev": 1.28, "smiles": "C=CC.C=C", "spin_multiplicity": 1, "elements": ["C", "C", "C", "H", "H", "H", "H", "H", "H", "C", "C", "H", "H", "H", "H"], "xyz": [[1.0738, 1.4666, -0.5466], [0.9396, 1.2499, 0.7591], [-0.3602, 0.9667, 1.4533], [0.2133, 1.4545, -1.2142], [2.0410, 1.6712, -0.9977], [1.8276, 1.2790, 1.3922], [-0.5979, 1.7582, 2.1749], [-0.3106, 0.0245, 2.0124], [-1.1846, 0.8882, 0.7378], [-1.0303, -1.5672, -1.4186], [-0.1850, -2.0235, -0.5017], [-1.8848, -2.1489, -1.7560], [-0.8976, -0.5878, -1.8734], [0.6651, -1.4283, -0.1753], [-0.3094, -3.0032, -0.0463]]}

---

It comes down to R, which is 43.7 kcal/mol more stable than the next structure.

---

## P
{"formula": "C5H10", "method": "ωB97M-V/def2-TZVPD", "orbital_gap_ha": 0.4064, "homo_energy_ev": -9.91, "lumo_ev": 1.15, "smiles": "CC1(C)CC1", "spin_multiplicity": 1, "elements": ["C", "C", "C", "C", "C", "H", "H", "H", "H", "H", "H", "H", "H", "H", "H"], "xyz": [[1.3284, -0.6406, -0.2145], [-0.0948, -0.0282, -0.0260], [-1.1656, -0.9989, -0.5104], [-0.2046, 0.8467, 1.1909], [-0.1715, 1.4658, -0.1808], [2.1100, 0.1128, -0.0716], [1.5315, -1.4523, 0.5039], [1.5097, -1.0825, -1.2105], [-0.4681, -1.7468, -0.8519], [-1.8168, -1.4559, 0.2480], [-1.7757, -0.6866, -1.3708], [-1.1332, 0.9126, 1.7558], [0.6939, 0.8723, 1.8004], [-1.0846, 1.9435, -0.5341], [0.7412, 1.9382, -0.5285]]}

---

## Q
{"formula": "C5H10", "method": "ωB97M-V/def2-TZVPD", "orbital_gap_ha": 0.3892, "homo_energy_ev": -9.29, "lumo_ev": 1.30, "smiles": "C=C1CCC1.[H][H]", "spin_multiplicity": 1, "elements": ["C", "C", "C", "C", "C", "H", "H", "H", "H", "H", "H", "H", "H", "H", "H"], "xyz": [[1.8489, -0.4576, -0.0936], [0.5349, -0.3876, -0.2597], [-0.6440, -1.1101, 0.3690], [-1.5861, -0.0760, -0.3046], [-0.3741, 0.5203, -1.0701], [2.2968, -1.1744, 0.5907], [2.5228, 0.2053, -0.6318], [-0.7743, -2.1329, -0.0021], [-0.6550, -1.1363, 1.4639], [-2.0334, 0.6252, 0.4052], [-2.3799, -0.4953, -0.9286], [-0.2032, 1.5949, -0.9438], [-0.3723, 0.2930, -2.1420], [0.8498, 2.1753, 1.9735], [0.9690, 1.5562, 1.5742]]}

---

## R
{"formula": "C5H10", "method": "ωB97M-V/def2-TZVPD", "orbital_gap_ha": 0.3974, "homo_energy_ev": -9.45, "lumo_ev": 1.36, "smiles": "C1=CC1.[H][H].C=C", "spin_multiplicity": 1, "elements": ["C", "C", "C", "H", "H", "H", "H", "H", "H", "C", "C", "H", "H", "H", "H"], "xyz": [[-1.5816, -0.7062, -0.9111], [-1.9278, 0.5370, -0.9627], [-1.8042, -0.0398, 0.4159], [-1.3197, -1.6239, -1.4146], [-2.1618, 1.4199, -1.5358], [-0.9444, 0.2279, 1.0393], [-2.7053, -0.2644, 0.9937], [0.6416, 1.8472, -0.3353], [0.4885, 2.5653, -0.4603], [2.1274, -0.1686, 0.9023], [1.6436, -1.1519, 0.1519], [1.6500, 0.1282, 1.8328], [3.0221, 0.3798, 0.6205], [2.1232, -1.4532, -0.7757], [0.7484, -1.6973, 0.4391]]}

---

## S
{"formula": "C5H10", "method": "ωB97M-V/def2-TZVPD", "orbital_gap_ha": 0.4000, "homo_energy_ev": -9.60, "lumo_ev": 1.29, "smiles": "C=CC.C=C", "spin_multiplicity": 1, "elements": ["C", "C", "C", "H", "H", "H", "H", "H", "H", "C", "C", "H", "H", "H", "H"], "xyz": [[-1.7429, 0.3422, 0.5505], [-1.0945, -0.7636, 0.9065], [-0.4201, -1.7052, -0.0484], [-1.8162, 0.6402, -0.4942], [-2.2239, 0.9874, 1.2806], [-1.0452, -1.0292, 1.9633], [-0.9778, -2.6470, -0.1244], [0.5922, -1.9562, 0.2905], [-0.3392, -1.2662, -1.0474], [1.1493, 1.6017, -0.9460], [1.8510, 0.8257, -0.1288], [1.4726, 1.8124, -1.9622], [0.2135, 2.0529, -0.6251], [1.5065, 0.6173, 0.8816], [2.7859, 0.3629, -0.4346]]}

---

It comes down to P, which is 12.1 kcal/mol more stable than the next structure.